Formula: C23H35N5Pb
Source: the OMol25 dataset
Level of theory: ωB97M-V/def2-TZVPD

The geometry in XYZ format:
```
64
Properties=species:S:1:pos:R:3:mulliken_charge:R:1
Pb -0.04344 -1.11239 -1.04336 1.319
C 1.25002 -4.29358 -0.55188 -1.042
C 1.92565 -3.44187 0.50323 -0.662
N 2.11059 -2.03221 0.07957 -0.122
C 2.38349 -1.17451 1.23860 -1.087
C 1.10520 -0.88705 1.99948 0.628
C 1.13692 -0.38180 3.28301 -1.055
C -0.06007 -0.21792 3.96270 -0.701
C -1.24404 -0.60084 3.35713 -0.853
C -1.20346 -1.09910 2.06826 0.120
C -2.46353 -1.62918 1.41762 -1.420
N -2.32385 -1.94222 -0.00978 -0.211
C -2.43867 -3.39070 -0.30852 -1.192
C -1.16833 -4.14869 0.04028 -0.569
N -0.08981 -3.78528 -0.89182 -0.146
N -0.05136 -1.20288 1.39569 1.127
H 1.21421 -5.32634 -0.19296 0.360
H 1.84725 -4.29502 -1.46570 0.411
H 2.88664 -3.88672 0.77253 0.463
H 1.31874 -3.43003 1.40935 0.343
H 2.88727 -1.97099 -0.57175 0.307
H 2.84686 -0.24571 0.91127 0.280
H 3.08342 -1.65558 1.92818 0.557
H 2.08439 -0.14252 3.75016 0.576
H -0.06572 0.17982 4.96961 0.471
H -2.18947 -0.52642 3.88040 0.582
H -3.27515 -0.91931 1.57300 0.602
H -2.74468 -2.53503 1.96193 0.444
H -3.04545 -1.44878 -0.52205 0.344
H -2.65108 -3.49825 -1.37457 0.454
H -3.28227 -3.82791 0.23107 0.463
H -1.37385 -5.22265 0.02602 0.519
H -0.85408 -3.89718 1.05697 0.259
H -0.34035 -4.13481 -1.81134 0.321
C -2.35803 2.21594 1.26537 -1.123
C -2.31845 2.81358 -0.14767 0.269
C -2.86779 1.84324 -1.19853 -1.276
C -0.95284 3.33690 -0.49785 0.593
C -0.70821 4.67903 -0.39070 -0.933
C 0.53580 5.19765 -0.76785 -0.616
C 1.55161 4.42328 -1.34580 -1.034
C 1.38731 3.07428 -1.49233 0.472
C 2.40075 2.29464 -2.28989 0.383
C 3.27887 1.35789 -1.45152 -1.106
C 1.73604 1.54513 -3.45012 -1.375
C 0.17289 2.44170 -0.89650 0.259
N 0.14756 1.20503 -0.58770 -0.310
H -3.37779 1.89874 1.49455 0.461
H -2.05582 2.94437 2.01915 0.435
H -1.68355 1.36430 1.32304 -0.034
H -2.96807 3.69110 -0.13995 0.642
H -2.30968 0.90551 -1.20129 -0.147
H -2.82436 2.26601 -2.20366 0.421
H -3.91452 1.62629 -0.97866 0.467
H -1.48083 5.34924 -0.03292 0.501
H 0.70206 6.26478 -0.65804 0.418
H 2.44657 4.90804 -1.71532 0.488
H 3.06264 3.04727 -2.72265 0.684
H 2.68446 0.51998 -1.09219 -0.232
H 3.72212 1.87304 -0.59730 0.440
H 4.09005 0.97566 -2.07361 0.506
H 1.07764 0.75418 -3.08589 0.014
H 2.50438 1.09208 -4.07779 0.437
H 1.14719 2.21474 -4.07872 0.403
```

## Properties
Total charge: +2
Relative energy (zero: lowest compared OMol25 entry of this formula, charge and spin) (kJ/mol): 0.0
LUMO energy (alpha / beta) (eV): -7.46 / -7.46
DFT total energy (Ha): -1363.50581
Frontier orbital gap (alpha / beta) (eV): 6.34 / 6.33